[1]
{"formula": "C43H59N10O5TeTi", "method": "ωB97M-V/def2-TZVPD", "orbital_gap_ev": [5.568, 7.131], "energy_ev": -101100.8445, "homo_ev": [-5.389, -7.364], "de_lowest_kcal_mol": 14.1, "charge": 0, "multiplicity": 4, "lumo_energy_ev": [0.2, -0.2], "symbols": ["Ti", "N", "C", "C", "C", "C", "N", "H", "H", "H", "H", "H", "H", "H", "H", "H", "H", "H", "H", "N", "C", "N", "C", "N", "N", "C", "N", "C", "C", "C", "C", "C", "N", "H", "H", "H", "H", "H", "H", "H", "H", "C", "N", "C", "C", "C", "O", "H", "H", "H", "H", "H", "H", "H", "H", "H", "C", "C", "O", "N", "Te", "C", "C", "C", "C", "C", "C", "C", "C", "C", "C", "C", "C", "C", "C", "C", "C", "C", "C", "H", "H", "H", "H", "H", "H", "H", "H", "H", "H", "H", "H", "H", "H", "H", "H", "H", "H", "H", "H", "H", "H", "H", "H", "H", "O", "C", "C", "C", "C", "C", "C", "C", "O", "O", "H", "H", "H", "H", "H"], "coordinates": [[0.738, -0.528, -0.742], [1.357, -0.184, 3.849], [0.414, -0.779, 4.796], [-0.708, -1.493, 4.046], [-1.837, -0.541, 3.641], [-2.749, -1.013, 2.510], [-2.111, -0.913, 1.186], [1.891, 0.562, 4.278], [0.856, 0.216, 3.063], [-0.033, -0.030, 5.471], [0.957, -1.489, 5.425], [-0.282, -1.964, 3.162], [-1.108, -2.297, 4.670], [-1.410, 0.428, 3.358], [-2.470, -0.355, 4.514], [-3.673, -0.425, 2.555], [-3.017, -2.061, 2.676], [-1.824, 0.059, 1.049], [-2.798, -1.123, 0.468], [0.259, 2.523, -2.200], [-0.848, 1.737, -2.289], [-1.916, 2.263, -2.865], [-2.961, 1.410, -2.983], [-4.124, 1.973, -3.415], [-2.958, 0.121, -2.728], [-1.800, -0.358, -2.215], [-0.745, 0.470, -1.849], [-1.572, -1.747, -2.105], [-2.561, -2.714, -2.417], [-2.242, -4.037, -2.364], [-0.928, -4.427, -2.006], [-0.028, -3.447, -1.689], [-0.312, -2.132, -1.712], [0.068, 3.508, -2.283], [0.961, 2.238, -1.526], [-4.049, 2.876, -3.849], [-4.827, 1.341, -3.759], [-3.546, -2.369, -2.696], [-2.987, -4.787, -2.596], [-0.638, -5.465, -1.951], [0.981, -3.703, -1.382], [4.722, 1.046, -4.101], [3.919, 0.552, -2.988], [4.575, 0.388, -1.690], [2.646, 0.191, -3.148], [1.958, 0.409, -4.465], [2.008, -0.309, -2.196], [5.738, 1.191, -3.742], [4.346, 2.000, -4.471], [4.747, 0.328, -4.919], [5.192, 1.267, -1.509], [5.199, -0.507, -1.695], [3.827, 0.286, -0.906], [2.495, -0.071, -5.283], [1.895, 1.478, -4.673], [0.953, 0.001, -4.400], [1.639, 3.272, 1.105], [0.779, 2.057, 0.825], [1.415, 1.131, 0.119], [-0.441, 1.898, 1.159], [-1.470, 3.741, 2.248], [-1.749, 5.069, 3.935], [-0.848, 5.076, 4.999], [0.267, 4.078, 5.176], [-1.008, 6.030, 6.007], [-2.037, 6.951, 5.990], [-2.198, 7.967, 7.087], [-2.934, 6.915, 4.926], [-2.807, 5.996, 3.895], [-3.833, 6.004, 2.793], [-3.255, 2.650, 2.508], [-3.712, 2.254, 3.763], [-2.915, 2.390, 5.031], [-4.971, 1.659, 3.854], [-5.761, 1.424, 2.741], [-7.116, 0.785, 2.863], [-5.255, 1.786, 1.497], [-4.018, 2.400, 1.357], [-3.555, 2.777, -0.024], [2.645, 3.110, 0.724], [1.698, 3.477, 2.173], [1.209, 4.156, 0.628], [0.445, 3.477, 4.285], [0.025, 3.387, 5.987], [1.195, 4.583, 5.446], [-0.305, 6.038, 6.832], [-1.408, 7.873, 7.831], [-3.155, 7.846, 7.596], [-2.168, 8.982, 6.689], [-3.751, 7.627, 4.897], [-4.480, 6.876, 2.879], [-4.458, 5.109, 2.834], [-3.365, 6.018, 1.807], [-1.842, 2.352, 4.840], [-3.168, 1.571, 5.704], [-3.126, 3.331, 5.543], [-5.325, 1.349, 4.831], [-7.279, 0.392, 3.866], [-7.227, -0.036, 2.154], [-7.908, 1.506, 2.653], [-5.837, 1.583, 0.605], [-3.548, 3.862, -0.154], [-4.219, 2.350, -0.773], [-2.542, 2.424, -0.224], [-0.303, -3.825, 1.830], [0.973, -4.217, 1.974], [1.182, -5.450, 2.599], [2.462, -5.915, 2.817], [3.574, -5.173, 2.419], [3.373, -3.967, 1.783], [2.086, -3.477, 1.548], [1.936, -2.201, 0.820], [2.828, -1.665, 0.155], [0.741, -1.675, 0.838], [-0.330, -2.897, 1.511], [0.316, -6.014, 2.915], [2.601, -6.867, 3.312], [4.575, -5.538, 2.604], [4.206, -3.366, 1.444]], "forces_ev_per_a": [[-0.1, 0.1, 0.5], [0.1, 0.0, 0.0], [-0.1, 0.0, 0.1], [0.0, 0.1, 0.0], [0.0, 0.0, -0.1], [0.0, -0.1, 0.0], [0.1, 0.2, 0.1], [0.0, 0.0, 0.0], [0.0, 0.1, -0.1], [0.0, 0.0, 0.0], [0.0, 0.0, 0.0], [0.0, 0.1, 0.2], [0.0, 0.0, 0.0], [0.0, 0.0, -0.1], [0.1, 0.0, 0.0], [0.0, 0.0, 0.0], [0.0, 0.0, 0.0], [0.0, -0.1, 0.0], [0.1, 0.0, 0.0], [0.0, 0.1, 0.0], [0.1, 0.0, 0.0], [0.0, -0.1, 0.0], [0.0, 0.1, 0.0], [0.0, 0.0, -0.1], [0.0, 0.0, 0.1], [0.0, -0.1, -0.1], [-0.4, -0.2, -0.1], [-0.1, -0.1, -0.1], [0.1, 0.1, 0.0], [0.0, -0.1, 0.0], [-0.1, 0.1, 0.0], [0.1, 0.1, 0.1], [-0.2, -0.1, -0.1], [0.0, 0.0, 0.0], [0.0, 0.0, 0.0], [0.0, 0.0, 0.0], [0.0, 0.0, 0.0], [0.0, 0.0, 0.0], [0.0, 0.0, 0.0], [0.0, 0.0, 0.0], [0.0, 0.0, 0.0], [-0.1, 0.0, 0.0], [-0.2, -0.1, -0.1], [-0.1, 0.0, 0.0], [0.0, 0.1, 0.3], [0.1, 0.0, 0.1], [0.8, 0.2, -1.0], [0.0, 0.0, 0.0], [0.0, 0.0, 0.0], [0.0, 0.0, 0.0], [0.0, 0.0, 0.0], [0.0, 0.0, 0.0], [0.1, 0.0, -0.1], [0.0, 0.0, 0.0], [0.0, 0.0, 0.0], [0.0, 0.0, 0.0], [0.0, 0.1, 0.2], [0.1, -0.2, 0.0], [0.3, 0.3, -0.1], [0.0, -0.4, 0.0], [0.2, 0.3, 0.1], [-0.2, 0.0, -0.1], [-0.1, 0.1, 0.0], [0.1, -0.1, 0.0], [0.0, 0.0, 0.0], [0.0, 0.0, 0.0], [0.0, 0.0, 0.0], [0.0, 0.0, 0.0], [0.0, 0.0, 0.1], [0.0, 0.0, 0.0], [0.1, 0.0, -0.2], [-0.1, -0.1, 0.1], [0.0, 0.0, 0.0], [0.0, 0.0, 0.0], [0.0, 0.0, 0.0], [0.0, 0.0, 0.0], [0.0, 0.0, 0.0], [-0.1, 0.0, 0.0], [0.0, 0.0, 0.0], [0.0, 0.0, 0.0], [0.0, 0.0, 0.0], [0.0, 0.0, 0.0], [0.0, 0.0, 0.0], [0.0, 0.0, 0.0], [0.0, 0.0, 0.0], [0.0, 0.0, 0.0], [0.0, 0.0, 0.0], [0.0, 0.0, 0.0], [0.0, 0.0, 0.0], [0.0, 0.0, 0.0], [0.0, 0.0, 0.0], [0.0, 0.0, 0.0], [0.0, 0.0, 0.0], [0.0, 0.0, 0.0], [0.0, 0.0, 0.0], [0.0, 0.0, 0.0], [0.0, 0.0, 0.0], [0.0, 0.0, 0.0], [0.0, 0.0, 0.0], [0.0, 0.0, 0.0], [0.0, 0.0, 0.0], [0.0, 0.0, 0.0], [0.0, 0.0, 0.0], [0.0, 0.0, 0.1], [0.0, -0.1, -0.1], [-0.1, 0.0, 0.1], [0.1, 0.0, 0.0], [0.0, 0.0, 0.0], [-0.1, 0.0, 0.0], [0.0, -0.1, -0.1], [0.2, 0.1, 0.0], [-0.2, -0.1, 0.2], [-0.1, 0.0, -0.1], [0.0, -0.2, 0.4], [0.0, -0.1, -0.2], [0.0, 0.0, 0.0], [0.0, 0.0, 0.0], [0.0, 0.0, 0.0], [0.0, 0.0, 0.0]]}

---

[2]
{"formula": "C14H13MoN2O4", "method": "ωB97M-V/def2-TZVPD", "orbital_gap_ev": [7.016, 6.172], "energy_ev": -27744.8387, "homo_ev": [-11.962, -12.052], "de_lowest_kcal_mol": 0.0, "charge": 1, "multiplicity": 3, "lumo_energy_ev": [-4.9, -5.9], "symbols": ["Mo", "O", "C", "O", "C", "C", "C", "C", "C", "N", "H", "H", "H", "H", "C", "C", "C", "C", "C", "C", "C", "C", "N", "H", "H", "H", "H", "H", "H", "H", "H", "H", "O", "O"], "coordinates": [[-0.657, -1.082, 0.500], [-2.461, -1.785, -3.079], [-2.220, -1.422, -1.974], [-1.019, -1.581, -1.369], [-3.203, -0.713, -1.080], [-4.478, -0.390, -1.481], [-5.304, 0.263, -0.573], [-4.827, 0.564, 0.693], [-3.534, 0.203, 1.028], [-2.743, -0.426, 0.149], [-4.799, -0.652, -2.479], [-6.312, 0.534, -0.855], [-5.442, 1.068, 1.424], [-3.114, 0.405, 2.004], [0.961, 2.194, 0.261], [2.233, 1.417, 0.124], [3.454, 2.038, -0.040], [4.621, 1.289, -0.159], [4.597, -0.101, -0.122], [3.406, -0.781, 0.039], [3.346, -2.275, 0.093], [2.225, 0.000, 0.170], [1.069, -0.653, 0.370], [1.145, 3.254, 0.106], [0.525, 2.066, 1.256], [0.215, 1.878, -0.474], [3.503, 3.118, -0.078], [5.566, 1.799, -0.289], [5.518, -0.660, -0.221], [4.326, -2.699, -0.112], [2.639, -2.675, -0.635], [3.029, -2.617, 1.080], [-0.927, -0.902, 2.280], [-1.336, -0.676, 3.443]], "forces_ev_per_a": [[1.5, 0.0, -1.7], [-0.2, 0.0, 0.0], [0.5, -0.1, 0.2], [-0.1, 0.2, 0.5], [-0.1, 0.0, -0.1], [0.0, 0.0, 0.0], [0.0, 0.0, -0.1], [0.1, 0.0, 0.1], [-0.1, 0.0, -0.1], [0.3, 0.0, 0.2], [0.0, 0.0, 0.0], [0.0, 0.0, 0.0], [0.0, 0.0, 0.0], [0.0, 0.0, 0.0], [0.0, 0.0, 0.0], [0.0, 0.0, 0.0], [0.0, 0.0, 0.0], [0.0, 0.0, 0.0], [0.0, 0.0, 0.0], [0.0, 0.1, 0.0], [0.0, 0.0, 0.0], [0.1, -0.1, 0.0], [-1.9, -0.4, 0.3], [0.0, 0.0, 0.0], [0.0, 0.0, 0.0], [0.0, 0.0, 0.0], [0.0, 0.0, 0.0], [0.0, 0.0, 0.0], [0.0, 0.0, 0.0], [0.0, 0.0, 0.0], [0.0, 0.0, 0.0], [0.0, 0.0, 0.0], [0.1, 0.3, 0.7], [-0.1, -0.1, 0.1]]}

---

[3]
{"formula": "C6H6N3O4", "method": "ωB97M-V/def2-TZVPD", "smiles": "CC(=O)On1c(O)cc([N+]#N)c1O", "orbital_gap_ev": 7.693, "energy_ev": -18967.8757, "homo_ev": -12.275, "charge": 1, "lumo_energy_ev": -4.6, "symbols": ["C", "C", "C", "C", "C", "C", "N", "N", "N", "O", "O", "O", "O", "H", "H", "H", "H", "H", "H"], "coordinates": [[-1.812, -1.544, -0.162], [-2.477, -0.300, -0.053], [-0.491, -1.433, 0.125], [-1.077, 0.775, 0.416], [1.896, 0.625, -0.434], [3.308, 0.854, -0.065], [-4.655, 0.624, -0.340], [-3.634, 0.172, -0.211], [-0.124, -0.119, 0.468], [1.324, 0.761, -1.464], [0.503, -2.310, 0.140], [-0.998, 2.030, 0.677], [1.187, 0.189, 0.708], [-2.319, -2.445, -0.453], [3.384, 1.784, 0.497], [3.910, 0.934, -0.967], [3.669, 0.050, 0.571], [0.205, -3.215, -0.022], [-1.799, 2.566, 0.570]], "forces_ev_per_a": [[0.6, -0.5, 0.0], [6.1, 2.9, 1.8], [-1.3, -0.7, -0.4], [-4.7, -2.9, -1.4], [-0.4, 0.1, -0.9], [0.3, 0.0, 0.1], [-0.1, 0.0, 0.0], [-1.8, 0.7, -0.2], [0.5, 0.9, -0.2], [0.1, 0.0, 0.1], [0.4, 0.1, 0.1], [0.9, 0.0, 0.1], [-0.3, -0.2, 1.0], [0.1, -0.2, 0.0], [0.0, 0.0, 0.0], [-0.1, 0.0, 0.0], [0.0, 0.0, 0.0], [-0.1, 0.1, 0.0], [-0.1, -0.4, -0.1]]}

---

no.,F_max (eV Å⁻¹)
1,1.26
2,2.24
3,6.98